No. 1
{"formula": "C36H24BrFeN4O4S", "method": "ωB97M-V/def2-TZVPD", "species": ["Fe", "N", "H", "S", "H", "H", "H", "H", "H", "C", "H", "Br", "C", "C", "H", "H", "H", "C", "C", "H", "C", "O", "C", "H", "C", "C", "C", "H", "H", "C", "C", "C", "N", "H", "C", "C", "C", "C", "C", "H", "N", "H", "H", "C", "O", "O", "C", "C", "H", "C", "C", "C", "C", "C", "H", "C", "H", "C", "C", "H", "C", "H", "C", "C", "N", "C", "C", "H", "C", "C", "O"], "coordinates": [[1.89166, 0.38193, 0.81435], [-2.40601, -4.03301, -3.52412], [-0.89992, 5.22220, 4.76353], [3.79041, -0.05016, 4.85770], [-2.57235, 6.31668, 3.28665], [-0.57023, -2.03932, -4.28922], [-2.67590, -3.80746, -6.07113], [-5.25503, -0.44469, -8.05517], [2.02746, 0.19068, 7.36307], [-3.60313, -1.87620, -6.28210], [-3.33387, -1.68098, -2.43025], [-1.44197, 3.60782, -0.72065], [0.59813, -2.34823, 1.59333], [-3.40939, -1.74415, -3.50754], [-3.62475, 0.27133, -7.98888], [6.16074, -0.36287, 3.31845], [-2.77621, 5.60007, 0.92697], [-2.89800, -2.85415, -4.18485], [0.50998, -1.68128, -0.60402], [0.90889, -0.19492, -3.65139], [3.42394, -0.02822, 3.15304], [1.81115, 2.49887, 1.50700], [4.39687, -0.13324, 2.08000], [-3.67703, -1.95342, -7.35729], [0.55144, -0.88952, -2.90261], [-0.00764, 0.36249, 4.03482], [-0.63690, 0.45153, 5.26189], [-4.39539, 0.15012, -3.69696], [0.97395, -2.17274, 2.59296], [-4.64860, 0.35162, -7.61239], [-0.31539, 3.48396, 1.90478], [-4.08593, -0.76869, -5.60173], [-1.54086, -3.99334, -2.62915], [-5.06394, 1.31488, -7.89794], [6.08387, -0.25909, -0.06227], [1.46400, 0.24144, 6.44023], [4.72304, -0.09420, -0.26416], [2.10105, 0.15261, 5.20775], [-4.00069, -0.71692, -4.21026], [-0.42908, 0.46864, 7.40317], [0.94968, -1.49180, 0.66585], [-0.47871, -4.13541, 2.12276], [0.54723, 3.43136, 3.85339], [-1.93851, 5.52551, 2.90633], [-4.68118, 0.30682, -6.20366], [1.69457, 0.26490, -1.17953], [3.81055, -0.02415, 0.80150], [-3.03087, -2.92145, -5.55986], [4.34270, -0.01484, -1.27755], [1.38087, 0.21956, 4.00781], [-1.00368, 4.91334, 3.73115], [-0.76597, -2.85454, -2.32379], [-0.22174, -3.45784, 1.31918], [-2.05953, 5.12770, 1.58475], [-1.71220, 0.57169, 5.29883], [-0.31694, -2.75602, -0.97542], [6.75335, -0.30774, -0.91524], [0.95938, -0.68965, -1.56838], [-0.68248, -3.66082, 0.04907], [7.68405, -0.48662, 1.37042], [-0.29163, -1.93228, -3.24861], [-0.55136, 0.41529, 3.10072], [-0.19582, 3.90877, 3.22644], [0.57058, 2.35740, 1.43913], [2.16015, 0.11438, 2.86782], [-1.25282, 4.10905, 1.09725], [6.61823, -0.36109, 1.22516], [-1.31726, -4.50149, -0.19577], [0.08945, 0.39469, 6.45569], [5.76515, -0.29444, 2.30915], [0.02641, 1.28966, 1.04978]], "forces_ev_per_angstrom": [[-0.3, -0.8, 0.7], [-0.2, 0.1, 0.2], [0.0, 0.0, 0.0], [0.0, 0.0, 0.0], [0.0, 0.0, 0.0], [0.0, 0.0, 0.0], [0.0, 0.0, 0.0], [0.0, 0.0, 0.0], [0.0, 0.0, 0.0], [0.0, 0.0, 0.0], [0.0, 0.0, 0.0], [0.0, 0.0, 0.0], [0.0, -0.1, 0.1], [0.0, 0.0, 0.0], [0.0, 0.0, 0.0], [0.0, 0.0, 0.0], [0.0, 0.0, 0.0], [0.1, -0.2, -0.2], [0.0, 0.0, 0.0], [0.0, 0.0, 0.0], [0.0, 0.0, -0.1], [0.0, 0.0, -0.4], [-0.1, 0.0, 0.1], [0.0, 0.0, 0.0], [0.0, 0.0, 0.0], [0.0, 0.0, 0.0], [0.0, 0.0, 0.0], [0.0, 0.0, 0.0], [0.0, 0.0, 0.0], [0.0, 0.0, 0.0], [0.1, 0.0, 0.1], [0.0, 0.0, 0.0], [0.2, 0.1, 0.0], [0.0, 0.0, 0.0], [0.0, 0.0, 0.0], [0.0, 0.0, 0.0], [-0.1, 0.0, 0.0], [0.0, 0.0, 0.0], [0.0, 0.0, 0.0], [0.0, 0.0, 0.0], [0.3, 0.3, -0.3], [0.0, 0.0, 0.0], [0.0, 0.0, 0.0], [0.0, 0.0, 0.0], [0.0, 0.0, 0.0], [0.0, 0.4, 0.0], [0.0, -0.1, 0.0], [0.0, 0.1, 0.0], [0.0, 0.0, 0.0], [0.0, 0.0, -0.1], [0.0, 0.0, 0.0], [-0.1, -0.1, 0.0], [0.0, 0.0, 0.0], [0.0, 0.0, 0.0], [0.0, 0.0, 0.0], [0.0, 0.0, 0.1], [0.0, 0.0, 0.0], [0.0, 0.0, 0.1], [0.0, 0.0, 0.0], [0.0, 0.0, 0.0], [0.0, 0.1, 0.0], [0.0, 0.0, 0.0], [0.0, 0.0, 0.0], [0.0, 0.0, -0.1], [0.1, 0.1, 0.0], [-0.1, 0.0, 0.0], [0.0, 0.0, 0.0], [0.0, 0.0, 0.0], [0.0, 0.0, 0.0], [0.0, 0.0, -0.1], [0.0, 0.1, 0.0]], "gap_ev": [6.5, 6.6], "total_charge": -1, "homo_ha": [-0.15285, -0.15446]}

=====

No. 2
{"formula": "C36H25Cl2CrIN9O4", "method": "ωB97M-V/def2-TZVPD", "species": ["H", "H", "I", "C", "C", "C", "Cr", "N", "C", "C", "C", "C", "C", "H", "H", "H", "O", "C", "H", "N", "H", "C", "C", "N", "H", "O", "C", "C", "C", "C", "C", "C", "C", "C", "H", "C", "N", "H", "H", "C", "H", "C", "C", "C", "C", "C", "H", "H", "Cl", "H", "C", "C", "H", "H", "O", "H", "N", "C", "O", "C", "N", "Cl", "H", "C", "H", "C", "C", "H", "H", "N", "C", "H", "C", "H", "N", "H", "N", "C"], "coordinates": [[-2.58055, 2.05704, -2.92302], [5.00287, 0.92688, -0.66275], [-1.46553, 6.73644, -1.02450], [-3.03025, 0.29765, 3.57868], [4.34823, 0.18515, -0.19185], [-5.82762, -0.47340, 0.49387], [-0.55234, -0.13465, 1.74542], [-4.24250, -1.18920, 2.16128], [0.39148, -0.73117, -1.17470], [4.24250, -1.09831, -0.68808], [4.53945, -0.67518, -4.75496], [-0.67354, -0.79558, 7.02035], [0.68593, -0.96177, 6.83152], [4.81833, -1.45930, -1.54455], [3.05560, 0.67131, -4.01322], [4.20032, -3.91497, -5.69573], [-3.59160, 0.73158, 4.59707], [3.91224, -2.90362, -5.37103], [-0.93258, -0.94176, -3.51154], [0.46090, -2.60903, -4.58687], [3.29482, -2.98762, -0.39675], [2.58862, -2.57181, -5.01208], [-2.29911, 0.42519, -0.77469], [1.45066, -3.32851, -5.01235], [-6.11764, 1.67313, 0.28046], [-2.37118, -0.17533, -1.84420], [2.82818, -0.39607, 1.55967], [1.20600, -0.74075, 5.57123], [-2.19929, 3.98222, -2.07717], [-3.97753, 0.08961, 2.39954], [-2.18021, 2.66589, 0.36836], [3.68897, 0.51947, 0.95930], [0.10600, -2.20596, -1.11059], [-1.98252, 4.04249, 0.33328], [-2.19807, 4.50331, -3.04335], [3.40676, -1.97321, -0.03708], [0.55300, 0.07092, -0.15316], [5.90102, -2.15862, -5.48758], [3.88268, 1.48689, 1.45680], [-1.88859, 4.68989, -0.91454], [-0.93180, -2.37816, -1.37918], [-5.58001, 0.87784, 0.81023], [3.26891, -0.31720, -4.40416], [-2.38483, 1.94836, -0.81104], [-1.48648, -0.45677, 5.92931], [0.44323, -0.38084, 4.47274], [-6.47858, -0.80377, -0.32312], [0.26160, -2.58737, -0.07784], [-1.42512, -0.95889, 8.57445], [0.96644, 2.15493, 0.01883], [-0.95022, -0.23355, 4.66366], [-5.16339, -1.42318, 1.23190], [-2.14293, 2.16628, 1.32426], [-1.87557, 4.60991, 1.22823], [3.10260, 0.19394, 3.75555], [0.75215, -2.75768, -1.79537], [0.49921, -0.00995, -2.33747], [-2.42114, 2.61596, -2.01425], [-2.05933, -0.14084, 0.36472], [0.02529, -0.44443, -3.61920], [0.94620, -1.36317, -4.29017], [1.79544, -1.27702, 8.14652], [-0.10830, 0.44304, -4.21811], [2.28448, -1.31071, -4.54949], [0.85445, 2.07492, -2.76811], [2.26959, -0.15579, 2.94093], [4.87238, -1.94932, -5.24893], [-2.51066, -0.23545, 6.10490], [5.34200, 0.01304, -4.55397], [-1.71187, 0.00647, 3.47183], [0.83322, 1.32150, -0.64696], [-4.36805, 2.12801, 2.05893], [-4.64605, 1.13383, 1.80282], [2.26927, -0.73196, 5.49053], [2.69624, -1.63299, 1.04810], [-5.40265, -2.46208, 1.09217], [0.95078, -0.30866, 3.14910], [0.75954, 1.30253, -1.99280]], "forces_ev_per_angstrom": [[-0.1, -0.1, -0.1], [-0.2, -0.3, 0.1], [0.0, -0.1, 0.0], [-0.2, 0.8, 0.7], [0.8, 0.6, -0.4], [-0.1, 0.9, -0.2], [-0.3, -0.2, -0.1], [-0.2, 0.2, -0.2], [-0.1, -0.3, -0.3], [0.3, -0.4, -0.7], [0.3, 0.2, 0.3], [-0.3, 0.0, -0.6], [-0.4, 0.3, 0.1], [-0.2, 0.3, 0.2], [0.0, -0.1, 0.0], [-0.5, 0.5, 0.1], [0.1, -0.2, -0.6], [-0.1, -1.2, -0.2], [0.0, -0.2, 0.0], [1.7, 0.1, -0.1], [-0.1, -0.1, 0.1], [0.5, -0.5, -0.2], [0.2, -0.4, 0.7], [-1.1, -0.1, 0.0], [0.4, -0.2, 0.3], [-0.2, -0.1, -0.2], [0.6, -1.3, -0.7], [0.5, 0.3, 0.2], [0.5, 0.7, -0.2], [0.8, -0.8, 0.9], [0.0, 0.6, -0.3], [-0.2, 1.0, 1.0], [0.1, 0.3, 0.5], [0.2, 0.0, -1.2], [0.0, -0.3, 0.4], [-0.5, 0.3, 0.7], [0.3, -0.1, 0.6], [0.1, -0.1, -0.1], [-0.3, -0.6, -0.4], [-0.8, -0.7, 0.4], [-0.2, 0.0, -0.1], [-0.2, -0.7, -0.3], [-0.3, 0.1, 0.1], [0.5, -0.5, 1.0], [0.9, 0.3, 0.4], [-0.2, -0.3, -0.1], [0.1, 0.3, 0.4], [0.0, 0.4, -0.7], [0.0, -0.1, 0.1], [0.1, 0.1, 0.0], [-0.2, -0.1, -0.9], [0.1, -0.6, 0.2], [-0.1, -0.2, 0.0], [0.2, 0.2, 0.6], [1.0, 0.3, 0.7], [0.0, 0.0, 0.0], [0.1, -0.5, 0.5], [-0.1, 0.2, -0.3], [-0.3, 0.7, -0.6], [0.6, -0.1, -0.3], [-0.9, -0.4, 0.2], [-0.3, 0.0, -0.1], [-0.1, 0.3, -0.3], [-0.3, 0.9, 0.4], [-0.1, -0.5, 0.6], [-0.7, 0.4, -0.3], [-0.1, 0.3, 0.2], [-0.6, -0.1, 0.1], [0.1, 0.3, -0.2], [0.2, -0.4, 0.0], [-0.4, 0.4, 0.2], [-0.1, 0.7, 0.3], [-0.4, 0.2, -0.7], [0.4, -0.3, -0.2], [-0.1, 0.1, 0.1], [0.0, -0.4, -0.2], [-0.6, 0.0, -0.3], [0.2, 0.3, -0.9]], "gap_ev": [6.4, 6.6], "spin_multiplicity": 5, "total_charge": -1, "homo_ha": [-0.17136, -0.17822], "s_squared": 6.0127}

=====

No. 3
{"formula": "C36H26CaCl3O4S2Se3Te", "method": "ωB97M-V/def2-TZVPD", "species": ["H", "C", "C", "Se", "C", "C", "O", "H", "C", "H", "C", "Cl", "C", "C", "C", "H", "C", "Te", "H", "C", "C", "H", "C", "O", "H", "S", "Se", "C", "O", "C", "H", "H", "H", "H", "S", "C", "C", "H", "C", "C", "H", "H", "Cl", "H", "C", "Ca", "C", "H", "H", "C", "C", "H", "C", "C", "C", "H", "C", "H", "H", "H", "C", "C", "O", "H", "C", "C", "C", "H", "H", "Se", "C", "C", "Cl", "C", "C", "H"], "coordinates": [[4.76996, 4.44002, -3.84363], [2.99184, -5.31968, 3.39627], [-0.04712, 4.04748, 1.94543], [2.86139, -0.05237, -3.93344], [1.55088, 3.69851, -4.16844], [0.51273, 2.93176, -2.15261], [0.28412, -2.76821, -2.65750], [-3.20534, 2.03654, 1.85431], [-2.86494, -2.32509, 0.40562], [0.26504, 5.04440, 2.24003], [2.87766, 3.20649, -2.22953], [-3.27759, -4.24163, -3.42997], [-0.69735, 2.45955, 0.25433], [1.55683, -3.52128, 0.36197], [1.91073, -1.89927, 2.12024], [1.87332, -0.86598, 2.45023], [4.05346, 3.80419, -4.37018], [2.54204, -0.05027, -6.41669], [-5.47708, -2.27840, 0.99099], [0.04805, 2.31089, 5.23050], [2.46715, -4.23149, 2.48994], [-0.45877, 0.23423, 5.60029], [-3.69031, 1.08584, 1.67454], [-1.70463, -1.83203, -3.08683], [1.84000, 2.48006, -0.50647], [0.84489, -0.90794, -0.20318], [-1.14450, 0.33509, -5.46971], [2.39758, -2.90892, 2.93602], [-0.86190, 0.74790, -1.77038], [0.40072, 3.35734, -3.47162], [-0.18319, 4.53252, -0.11182], [-3.37766, -3.25963, 0.20013], [1.26237, -3.74514, -0.66049], [-6.74675, -0.36613, 1.88220], [-0.97541, 2.23375, -1.50359], [-5.68472, -0.27444, 1.68537], [2.79839, 3.59845, -3.56875], [1.47208, 3.97009, -5.21275], [-0.59324, 1.74597, 2.54927], [-4.98265, -1.33469, 1.19460], [3.85108, 3.10958, -1.75817], [-0.99111, -3.03884, -0.26721], [-0.75199, -4.89086, -4.68927], [3.24293, -6.21776, 2.83117], [-0.89849, 1.46297, 1.17611], [0.16547, -0.56937, -3.13819], [-0.94102, -2.80835, -2.96169], [2.11772, -5.53678, 0.82436], [4.52136, 2.82925, -4.54211], [1.75110, 2.86332, -1.51468], [1.47343, -2.22531, 0.84527], [-1.01674, -0.25314, 3.27265], [-0.30094, 3.76460, 0.64458], [-1.52261, 0.11557, 0.88364], [-1.54223, -2.19927, 0.14099], [0.29605, 2.51785, 6.26571], [-0.69611, 0.74309, 3.55294], [3.88605, -4.99080, 3.92849], [2.73943, -2.66555, 3.93749], [-0.56141, 3.35735, -3.97274], [0.15481, 3.29260, 4.29125], [-1.52371, -4.25367, -3.22441], [1.47960, 0.35679, 0.27228], [3.83574, 4.24513, -5.34396], [-0.87041, -0.97782, 0.38679], [2.04795, -4.51942, 1.19581], [-0.15854, 3.03591, 2.93134], [-5.58745, 1.80007, 2.30588], [2.24703, -5.59606, 4.14733], [0.49869, 1.40807, -6.73325], [-5.02583, 0.95399, 1.92543], [-3.59375, -1.22916, 0.92580], [-1.11494, -5.29981, -1.82661], [-2.92561, -0.00573, 1.17136], [-0.38129, 1.01591, 4.85263], [0.48767, 4.28717, 4.56828]], "forces_ev_per_angstrom": [[0.0, 0.0, 0.0], [0.0, 0.1, 0.0], [0.1, 0.1, 0.2], [0.4, 0.2, 0.1], [0.0, 0.0, 0.0], [0.0, 0.1, -0.1], [-0.8, -0.8, -0.1], [0.0, 0.0, 0.0], [-0.2, 0.0, 0.0], [0.0, -0.1, 0.0], [0.1, 0.0, 0.0], [0.1, 0.0, 0.0], [0.0, -0.1, 0.1], [0.0, 0.0, -0.1], [0.0, -0.1, 0.1], [0.0, -0.1, 0.0], [0.0, 0.0, 0.0], [-0.1, 0.0, 0.0], [0.0, 0.0, 0.0], [0.0, -0.2, 0.0], [0.0, 0.0, 0.0], [0.0, 0.1, 0.0], [0.1, -0.1, 0.0], [-0.1, -1.2, 0.1], [0.0, 0.0, -0.1], [0.1, 0.4, 0.5], [-0.3, 0.1, -0.3], [0.0, 0.0, 0.0], [-0.5, 1.0, 0.8], [0.1, 0.0, 0.0], [0.0, -0.1, 0.0], [0.0, 0.1, 0.0], [0.0, 0.0, 0.1], [0.1, 0.0, 0.0], [0.0, -0.3, 0.0], [0.0, 0.1, 0.0], [0.1, 0.0, 0.0], [0.0, 0.0, 0.0], [0.0, -0.1, 0.1], [0.1, 0.0, 0.0], [-0.1, 0.0, -0.1], [0.0, 0.1, 0.0], [-0.1, 0.1, 0.2], [0.0, 0.0, 0.0], [0.1, -0.2, 0.0], [1.2, 0.8, -1.2], [-0.2, -0.4, 0.1], [0.0, 0.1, 0.0], [0.0, 0.0, 0.0], [0.0, -0.1, 0.0], [0.0, 0.0, -0.1], [0.0, 0.0, 0.0], [-0.1, -0.1, -0.2], [-0.1, 0.3, -0.1], [0.3, 0.0, 0.0], [0.0, 0.0, -0.1], [0.0, 0.0, -0.1], [0.0, 0.0, 0.0], [0.0, 0.0, 0.0], [0.0, 0.0, 0.0], [0.0, 0.0, -0.1], [0.1, 0.1, 0.0], [-0.2, -0.5, 0.1], [0.0, 0.0, 0.1], [0.1, 0.0, 0.0], [0.0, 0.0, 0.0], [0.0, 0.0, 0.1], [0.0, -0.1, 0.0], [0.0, 0.0, 0.0], [0.2, 0.0, 0.0], [-0.1, -0.1, 0.0], [0.0, 0.0, 0.0], [0.0, 0.1, -0.1], [-0.1, 0.1, 0.0], [0.0, 0.1, 0.1], [0.0, 0.0, 0.0]], "gap_ev": 5.3, "total_charge": -1, "homo_ha": -0.12539}

=====

Here are the calculated energy relative to the best compared isomer or geometry (same formula, charge and spin) numbers, same order: 0.320; 0.487; 0.000 (eV).
Here are the calculated electronic energy numbers, same order: -167139.4075; -120910.9488; -326960.0398 (eV).